# 1
C2H5NO2S | the ωB97M-V functional and the def2-TZVPD basis

Each line ends with the Mulliken charge.
CARTESIAN COORDINATES (ANGSTROEM)
C 1.4794 -0.5944 0.3368  -0.512
O 0.9408 0.7205 0.6806  -0.291
C -0.0207 1.1321 -0.2755  0.564
O 0.3642 1.8368 -1.2483  -0.537
N -1.4541 0.8504 -0.2067  -0.257
S -1.8512 -0.4175 0.9297  -0.154
H 0.6387 -1.2413 -0.1151  0.275
H 1.8632 -1.0514 1.3200  0.202
H 2.3466 -0.5161 -0.4128  0.247
H -1.7660 0.6268 -1.1641  0.311
H -2.5407 -1.3458 0.1555  0.151

Computed properties:
E_tot: -682.56865 a.u.
total charge: 0
max |F|: 4.74 eV Å⁻¹
frontier orbital gap: 9.65 eV
SMILES: COC(=O)NS
LUMO level: 0.37 eV
ΔE to the lowest compared entry with this formula, charge and spin: 186.22 kJ/mol

***

# 2
C2H5NO2S | the ωB97M-V functional and the def2-TZVPD basis

Each line ends with the Löwdin spin population.
CARTESIAN COORDINATES (ANGSTROEM)
C 1.1573 1.2155 -0.7342  1.268
C 0.2765 -1.5574 0.1960  0.035
N 0.0191 1.3497 -0.1809  0.431
O -1.9958 -0.1657 -0.6863  0.022
O -1.2993 0.1395 1.6540  0.029
S -0.9604 -0.1388 0.2701  0.051
H 1.7244 2.1702 -0.9027  0.111
H 0.0602 -2.1501 -0.6919  0.000
H 0.5678 -1.7510 1.2460  0.000
H 1.0999 -1.1553 -0.3195  0.027
H -0.6498 2.0434 0.1496  0.025

Computed properties:
E_tot: -682.38867 a.u.
2S+1: 3
total charge: 0
max |F|: 7.57 eV Å⁻¹
frontier orbital gap (spin up / spin down): 7.08 / 9.90 eV
LUMO level (spin up / spin down): 0.74 / -1.41 eV
ΔE to the lowest compared entry with this formula, charge and spin: 239.06 kJ/mol

***

# 3
C2H5NO2S2 | the ωB97M-V functional and the def2-TZVPD basis

Each line ends with the Mulliken charge.
CARTESIAN COORDINATES (ANGSTROEM)
C -0.3311 -1.0080 -1.2325  -0.030
C 0.4512 1.1210 1.5261  -0.206
N -1.0293 -1.4136 -0.2696  -0.550
O -0.8204 1.0082 0.9039  -0.573
O 1.2481 0.6011 -2.4913  -0.569
S 1.5996 0.0972 0.5441  -0.166
S 0.4415 0.6648 -1.2997  0.448
H -0.0836 -1.5662 -2.0975  0.434
H -1.2313 0.1087 0.7403  0.364
H 0.7733 2.0655 1.5485  0.347
H 0.4376 0.6042 2.5805  0.252
H -1.4557 -2.2828 -0.4528  0.250

Computed properties:
E_tot: -1080.72256 a.u.
total charge: 0
max |F|: 6.82 eV Å⁻¹
frontier orbital gap: 8.63 eV
LUMO level: -0.35 eV
ΔE to the lowest compared entry with this formula, charge and spin: 247.64 kJ/mol

***

# 4
C2H5NO3 | the ωB97M-V functional and the def2-TZVPD basis

Each line ends with the Mulliken charge.
CARTESIAN COORDINATES (ANGSTROEM)
C 1.1314 1.3124 0.8065  -0.209
C -0.6970 -0.8216 -0.4299  0.721
N 0.9580 0.0964 0.9488  -0.590
O -0.1482 -2.0011 -0.7458  -0.417
O -1.7858 -0.8880 0.3064  -0.468
O -0.6143 0.2023 -1.3029  -0.394
H 1.8011 1.8531 1.3934  0.345
H 0.5834 1.9322 -0.0429  -0.017
H 0.7118 -1.6416 -1.1823  0.378
H -1.4455 -1.0817 1.1764  0.379
H -0.4948 1.0376 -0.9277  0.272

Computed properties:
E_tot: -359.55950 a.u.
total charge: 0
max |F|: 4.72 eV Å⁻¹
frontier orbital gap: 8.21 eV
LUMO level: 0.54 eV
ΔE to the lowest compared entry with this formula, charge and spin: 393.34 kJ/mol

***

# 5
C2H5NO3 | the ωB97M-V functional and the def2-TZVPD basis

Each line ends with the Mulliken charge.
CARTESIAN COORDINATES (ANGSTROEM)
C -1.7681 0.4782 0.2352  -0.916
C -0.7086 -0.3009 -0.5106  0.284
O -0.1810 -1.2723 -0.0317  -0.615
H -1.1882 1.0175 1.0847  0.250
H -2.4253 -0.2794 0.7671  0.287
H -2.0125 1.2662 -0.3362  0.367
H -0.4755 0.0923 -1.4965  0.355
O 2.8677 1.1348 0.0473  -0.394
N 1.9804 0.3633 -0.0515  0.282
O 2.3607 -0.9797 0.1280  -0.367
H 1.5504 -1.5201 0.1642  0.468

Computed properties:
E_tot: -359.55462 a.u.
total charge: 0
max |F|: 5.56 eV Å⁻¹
frontier orbital gap: 10.64 eV
SMILES: CC=O.O=NO
LUMO level: 0.46 eV
ΔE to the lowest compared entry with this formula, charge and spin: 406.15 kJ/mol

***

# 6
C2H5NO3S | the ωB97M-V functional and the def2-TZVPD basis

Each line ends with the Mulliken charge.
CARTESIAN COORDINATES (ANGSTROEM)
C 3.4498 -0.2251 0.1221  0.549
C -2.6309 0.0894 -0.0910  -0.710
N 3.3717 0.9344 0.3789  -0.469
O 3.7239 -1.2898 -0.1991  -0.395
O -0.6404 1.3346 -1.1121  -0.467
O -0.1297 -0.8496 0.4292  -0.612
S -1.1010 -0.0226 -1.0460  0.631
H -2.3862 0.9494 0.5977  0.263
H -3.6066 0.2977 -0.6466  0.305
H -2.6157 -0.8750 0.4844  0.282
H 2.5435 1.4489 0.6673  0.319
H 0.0215 -1.7923 0.4153  0.304

Computed properties:
E_tot: -757.81147 a.u.
total charge: 0
max |F|: 3.19 eV Å⁻¹
frontier orbital gap: 10.30 eV
LUMO level: 0.09 eV
ΔE to the lowest compared entry with this formula, charge and spin: 234.83 kJ/mol

***

# 7
C2H5NO4 | the ωB97M-V functional and the def2-TZVPD basis

Each line ends with the Mulliken charge.
CARTESIAN COORDINATES (ANGSTROEM)
O 0.8660 -1.1562 -1.1291  -0.555
C -0.0637 -0.4896 -1.5343  0.226
N -0.4074 0.7106 -0.9506  -0.165
C 0.4039 1.3476 0.0379  0.539
O 0.1065 2.6024 0.1605  -0.580
O 1.2958 0.4587 0.6384  -0.519
H -0.6989 -0.7073 -2.4322  0.347
H -1.4281 1.0047 -0.9732  0.271
H 1.1540 -0.4770 0.1806  0.440
O -0.6462 -1.3335 1.7234  -0.656
H -0.9158 -0.5682 2.2516  0.313
H 0.3339 -1.3922 2.0269  0.341

Computed properties:
E_tot: -434.91854 a.u.
total charge: 0
max |F|: 6.49 eV Å⁻¹
frontier orbital gap: 11.20 eV
SMILES: O=CNC(=O)O.O
LUMO level: 0.38 eV
ΔE to the lowest compared entry with this formula, charge and spin: 198.41 kJ/mol

***

# 8
C2H5NO4 | the ωB97M-V functional and the def2-TZVPD basis

Each line ends with the Löwdin spin population.
CARTESIAN COORDINATES (ANGSTROEM)
O 1.4396 -1.0488 -1.3922  0.732
C 0.4866 -0.3324 -1.7108  0.103
N -0.0517 0.5922 -0.9297  0.035
C 0.4292 0.9922 0.4063  0.004
O 1.3680 0.2166 0.9599  0.059
O -0.1349 1.8485 0.9491  0.013
H -0.0552 -0.3752 -2.6757  0.055
H -0.7957 1.1907 -1.2899  0.000
H 2.0089 -0.2309 0.3964  0.000
H -2.2079 -1.7954 0.5535  0.000
H -2.7484 -1.0085 1.7510  0.000
O -2.8502 -1.8416 1.2677  0.000

Computed properties:
E_tot: -434.54192 a.u.
2S+1: 2
total charge: +1
max |F|: 2.58 eV Å⁻¹
frontier orbital gap (spin up / spin down): 8.50 / 3.65 eV
LUMO level (spin up / spin down): -6.18 / -11.03 eV
ΔE to the lowest compared entry with this formula, charge and spin: 35.55 kJ/mol

***

# 9
C2H5NO5 | the ωB97M-V functional and the def2-TZVPD basis

Each line ends with the Mulliken charge.
CARTESIAN COORDINATES (ANGSTROEM)
O -3.2410 -1.1316 -0.2755  -0.561
N -2.5110 -0.1539 -0.2080  0.858
O -2.7383 0.8001 0.4494  -0.466
C -1.2047 -0.2105 -0.8802  -0.829
C -0.1007 0.0650 0.1112  0.761
O -0.0667 -0.6809 1.3653  -0.541
O 1.0722 -0.1652 -0.6322  -0.499
O -0.1822 1.3999 0.4163  -0.527
H -0.9772 -1.0642 -1.4723  0.416
H -1.1990 0.5454 -1.6681  0.306
H -0.9336 -0.6161 1.7633  0.350
H 1.6858 0.5401 -0.4425  0.357
H 0.5524 1.4592 1.0795  0.375

Computed properties:
E_tot: -510.05492 a.u.
total charge: 0
max |F|: 2.90 eV Å⁻¹
frontier orbital gap: 11.41 eV
SMILES: O=[N+]([O-])CC(O)(O)O
LUMO level: 0.15 eV
ΔE to the lowest compared entry with this formula, charge and spin: 372.44 kJ/mol

***

# 10
C2H5NOS | the ωB97M-V functional and the def2-TZVPD basis

Each line ends with the Mulliken charge.
CARTESIAN COORDINATES (ANGSTROEM)
N -0.2310 1.3758 -0.0304  -0.273
C 0.2141 0.1744 0.1050  0.077
S 1.7911 -0.2900 -0.0256  -0.355
C -0.9645 -0.8216 0.0662  -0.239
O -2.1432 -0.1714 -0.1785  -0.568
H -1.2191 1.3142 0.1152  0.246
H 0.3340 2.2256 0.1597  0.249
H -0.7169 -1.5133 -0.7754  0.206
H -1.0463 -1.4399 0.9332  0.319
H -2.7453 -0.3228 0.5903  0.338

Computed properties:
E_tot: -607.36741 a.u.
total charge: 0
max |F|: 3.00 eV Å⁻¹
frontier orbital gap: 8.54 eV
SMILES: NC(=S)CO
LUMO level: 0.37 eV
ΔE to the lowest compared entry with this formula, charge and spin: 103.47 kJ/mol

***

# 11
C2H5NOS | the ωB97M-V functional and the def2-TZVPD basis

Each line ends with the Mulliken charge.
CARTESIAN COORDINATES (ANGSTROEM)
H -1.3055 -1.0128 -1.2857  0.292
N -0.3122 -1.0073 -1.0811  -0.618
C 0.1140 -0.1741 -0.2388  0.632
C 1.5028 -0.2170 0.3844  -1.033
S -0.8597 0.8413 0.8454  0.000
O -2.3587 0.6711 0.0042  -0.502
H 1.9160 0.8155 0.6820  0.325
H 1.5227 -0.8283 1.3088  0.293
H 2.2541 -0.7069 -0.3818  0.266
H -2.4735 1.6185 -0.2375  0.345

Computed properties:
E_tot: -607.34156 a.u.
total charge: 0
max |F|: 2.68 eV Å⁻¹
frontier orbital gap: 9.64 eV
SMILES: [H]/N=C(/C)SO
LUMO level: 0.28 eV
ΔE to the lowest compared entry with this formula, charge and spin: 171.34 kJ/mol

***

# 12
C2H5NOS | the ωB97M-V functional and the def2-TZVPD basis

Each line ends with the Mulliken charge.
CARTESIAN COORDINATES (ANGSTROEM)
C -1.1460 -0.6509 -0.9512  -0.904
C -0.6582 0.5847 -0.3274  0.586
H -0.7927 -0.8065 -2.4123  0.222
H -2.1714 -0.2491 -1.0522  0.311
H -0.8725 -1.6213 -0.2466  0.350
H 0.9266 1.4923 0.7759  0.346
H 0.6755 -0.1245 2.2227  0.157
N 0.6590 0.5145 0.1922  -0.295
O -1.2788 1.6614 -0.5809  -0.594
S 1.1673 -0.9492 0.7304  -0.178

Computed properties:
E_tot: -607.20452 a.u.
total charge: 0
max |F|: 5.84 eV Å⁻¹
frontier orbital gap: 8.26 eV
LUMO level: -1.00 eV
ΔE to the lowest compared entry with this formula, charge and spin: 531.13 kJ/mol